[1]
Below is a cluster of 2 separate species, C3H4BrF3 in total, with properties calculated with the ωB97M-V functional and the def2-TZVPD basis.

```
! RIJCOSX wB97M-V def2-TZVPD def2/J DEFGRID3
* xyz 0 1
C 1.05315 0.86485 0.45957
C 1.03472 -0.53298 0.11603
C -1.55977 -0.56590 -0.55098
F 1.05770 -1.53469 0.94915
F -2.12916 -1.44364 0.25378
F -1.79597 -0.93212 -1.81458
Br -2.06656 1.21453 -0.11162
H 0.29061 1.02853 1.31480
H 0.78435 1.47264 -0.34151
H 2.16354 1.27138 0.71140
H 1.16739 -0.84260 -0.98603
*
```

Calculated values
* highest occupied orbital energy (alpha / beta): -8.72 / -7.98 eV
* orbital gap (alpha / beta): 9.15 / 7.60 eV
* LUMO level (alpha / beta): 0.43 / -0.38 eV

[2]
Below is the molecule C3H4BrN, with properties calculated with the ωB97M-V functional and the def2-TZVPD basis.

```
! RIJCOSX wB97M-V def2-TZVPD def2/J DEFGRID3
* xyz 0 1
C 0.73082 0.94661 -0.93686
C -0.13865 -0.45207 1.01223
C -0.04856 -0.15778 -0.44690
N 1.32002 1.76850 -1.49683
Br -1.94059 0.36443 -1.25127
H -0.21999 0.52494 1.60293
H 0.72494 -1.11062 1.34038
H -1.06076 -0.96596 1.15544
H 0.63278 -0.91805 -0.97912
*
```

Calculated values
* highest occupied orbital energy: -10.77 eV
* SMILES: C[C@@H](Br)C#N
* orbital gap: 10.28 eV
* LUMO level: -0.50 eV

It is found that the energy relative to the best compared isomer or geometry (same formula, charge and spin) values, taken in the order of the records, are 74.8, 17.2 kcal per mole.